Formula: C31H99N27O16
Source: the Open Molecules 2025 dataset
Level of theory: ωB97M-V/def2-TZVPD

* HOMO-LUMO gap: 8.7 eV
* energy relative to the best compared isomer or geometry (same formula, charge and spin): 258.27 kcal/mol

Last column: Löwdin charge in e.
Geometry (Å):
C (-5.460, 4.104, 2.033)  -0.063
C (-5.149, 3.800, 3.519)  -0.424
C (-4.392, 4.936, 4.247)  -0.186
O (-3.911, 4.442, 5.493)  -0.179
C (-2.999, 5.301, 6.152)  -0.123
N (-6.475, 3.544, 4.081)  0.016
H (-4.530, 4.560, 1.695)  0.058
H (-6.191, 4.904, 1.917)  0.077
H (-5.670, 3.172, 1.507)  0.076
H (-4.632, 2.841, 3.557)  0.131
H (-5.112, 5.731, 4.443)  0.127
H (-3.607, 5.361, 3.621)  0.116
H (-2.459, 4.954, 7.033)  0.082
H (-3.455, 6.179, 6.609)  0.081
H (-2.212, 5.648, 5.482)  0.080
H (-6.782, 2.654, 3.715)  0.067
H (-6.359, 3.192, 5.021)  0.064
C (-1.284, -6.002, -1.513)  -0.061
C (-0.237, -7.147, -1.732)  -0.385
C (-0.694, -8.325, -2.664)  -0.196
O (-1.926, -8.869, -2.171)  -0.188
C (-1.705, -10.034, -1.326)  -0.089
N (1.016, -6.576, -2.337)  0.021
H (-2.212, -6.281, -1.015)  0.069
H (-1.658, -5.702, -2.491)  0.063
H (-0.805, -5.161, -1.011)  0.068
H (-0.004, -7.416, -0.702)  0.121
H (0.112, -9.044, -2.808)  0.116
H (-1.031, -7.906, -3.612)  0.123
H (-2.199, -9.928, -0.360)  0.075
H (-0.652, -10.182, -1.086)  0.083
H (-2.228, -10.943, -1.622)  0.079
H (1.119, -6.992, -3.251)  0.047
H (1.831, -6.905, -1.838)  0.059
C (-0.250, 1.641, -1.653)  -0.044
C (-0.243, 2.105, -0.130)  -0.441
C (0.971, 1.545, 0.597)  -0.202
O (0.820, 0.187, 0.531)  -0.180
C (1.650, -0.628, 1.161)  -0.165
N (-0.419, 3.485, -0.027)  0.023
H (-0.275, 0.555, -1.559)  0.056
H (0.698, 1.820, -2.160)  0.067
H (-1.086, 1.986, -2.262)  0.071
H (-1.180, 1.694, 0.248)  0.136
H (0.831, 1.864, 1.630)  0.125
H (1.975, 1.849, 0.300)  0.137
H (1.991, -0.344, 2.157)  0.092
H (2.561, -0.846, 0.605)  0.080
H (1.280, -1.651, 1.231)  0.090
H (-1.184, 3.938, -0.507)  0.081
H (0.388, 3.930, -0.441)  0.077
C (-2.193, -3.495, -5.959)  -0.073
C (-3.077, -4.208, -7.033)  -0.398
C (-4.151, -5.186, -6.408)  -0.155
O (-5.245, -4.538, -5.689)  -0.196
C (-6.058, -5.431, -4.963)  -0.131
N (-3.647, -3.145, -7.873)  0.032
H (-1.546, -2.840, -6.542)  0.064
H (-1.373, -3.999, -5.447)  0.061
H (-2.730, -2.793, -5.321)  0.074
H (-2.325, -4.645, -7.690)  0.125
H (-3.676, -5.883, -5.717)  0.109
H (-4.562, -5.690, -7.283)  0.112
H (-6.963, -5.719, -5.498)  0.086
H (-6.452, -4.900, -4.097)  0.075
H (-5.552, -6.245, -4.444)  0.084
H (-4.421, -3.557, -8.375)  0.065
H (-4.088, -2.509, -7.225)  0.066
C (6.982, 3.554, 1.954)  -0.066
C (7.357, 2.157, 2.391)  -0.439
C (8.040, 2.235, 3.786)  -0.178
O (8.080, 0.975, 4.471)  -0.206
C (8.606, 1.069, 5.730)  -0.148
N (6.205, 1.241, 2.405)  0.044
H (6.472, 4.061, 2.773)  0.074
H (6.335, 3.625, 1.079)  0.077
H (7.922, 3.988, 1.611)  0.082
H (8.108, 1.732, 1.725)  0.133
H (7.505, 2.922, 4.442)  0.120
H (9.066, 2.499, 3.530)  0.127
H (8.310, 0.134, 6.207)  0.086
H (8.220, 1.871, 6.359)  0.092
H (9.686, 0.962, 5.631)  0.091
H (5.590, 1.572, 3.135)  0.066
H (6.608, 0.459, 2.901)  0.052
C (7.261, 1.224, -3.075)  -0.773
O (8.223, 1.892, -2.647)  0.004
N (7.086, 0.796, -4.311)  0.152
N (6.276, 0.822, -2.387)  0.156
H (7.824, 0.871, -4.996)  0.115
H (6.338, 0.145, -4.504)  0.101
H (6.350, 0.805, -1.380)  0.123
H (5.365, 0.776, -2.820)  0.112
C (2.877, 5.281, 4.767)  -0.729
O (2.979, 4.051, 4.824)  -0.010
N (3.497, 6.158, 5.515)  0.163
N (2.055, 5.867, 3.851)  0.143
H (3.413, 7.044, 5.036)  0.103
H (4.208, 5.899, 6.184)  0.124
H (1.293, 5.359, 3.426)  0.110
H (2.100, 6.874, 3.786)  0.092
C (0.908, -0.748, 6.799)  -0.772
O (0.759, -1.786, 7.392)  0.031
N (-0.049, -0.046, 6.209)  0.157
N (2.117, -0.262, 6.506)  0.150
H (-0.965, -0.444, 6.357)  0.113
H (0.098, 0.769, 5.632)  0.108
H (2.335, 0.428, 5.801)  0.105
H (2.845, -0.744, 7.013)  0.107
C (5.790, -4.145, 5.976)  -0.786
O (5.430, -3.783, 4.877)  0.038
N (4.953, -4.317, 7.037)  0.138
N (6.930, -4.582, 6.271)  0.166
H (5.330, -4.686, 7.898)  0.088
H (3.945, -4.356, 6.980)  0.107
H (7.656, -4.781, 5.597)  0.136
H (7.059, -4.681, 7.268)  0.114
C (-5.650, 0.067, -3.775)  -0.823
O (-5.410, 0.247, -4.925)  0.048
N (-5.426, 0.965, -2.867)  0.166
N (-6.094, -1.054, -3.250)  0.168
H (-5.658, 0.669, -1.930)  0.100
H (-5.335, 1.967, -2.962)  0.119
H (-6.266, -1.196, -2.265)  0.106
H (-6.048, -1.846, -3.875)  0.108
C (-0.789, -6.018, 4.668)  -0.733
O (-1.867, -5.385, 4.628)  -0.024
N (-0.130, -6.430, 5.713)  0.168
N (-0.189, -6.361, 3.535)  0.150
H (-0.359, -6.406, 6.696)  0.130
H (0.737, -6.909, 5.516)  0.103
H (0.723, -6.689, 3.820)  0.091
H (-0.432, -6.175, 2.573)  0.117
C (2.296, 2.568, -8.421)  -0.778
O (2.055, 3.100, -9.538)  -0.029
N (3.421, 2.102, -7.993)  0.169
N (1.382, 2.621, -7.511)  0.161
H (4.190, 2.321, -8.609)  0.124
H (3.480, 1.507, -7.178)  0.108
H (1.701, 2.258, -6.624)  0.110
H (0.475, 2.952, -7.808)  0.127
C (2.917, -1.601, -4.350)  -0.793
O (3.082, -0.479, -4.758)  0.015
N (2.944, -2.655, -5.214)  0.147
N (2.791, -1.951, -3.137)  0.192
H (2.665, -3.561, -4.865)  0.092
H (2.955, -2.430, -6.198)  0.110
H (2.877, -1.247, -2.418)  0.130
H (2.601, -2.941, -3.071)  0.117
C (-3.356, 9.634, 1.139)  -0.813
O (-2.185, 9.451, 1.103)  0.066
N (-4.014, 10.774, 1.279)  0.144
N (-4.216, 8.725, 0.824)  0.156
H (-3.598, 11.689, 1.182)  0.116
H (-5.012, 10.749, 1.430)  0.099
H (-3.890, 7.792, 0.617)  0.126
H (-5.149, 9.091, 0.697)  0.106
C (-4.100, 5.958, -5.364)  -0.795
O (-3.870, 5.841, -4.136)  -0.015
N (-4.443, 7.121, -5.883)  0.142
N (-4.158, 5.055, -6.213)  0.184
H (-4.698, 7.236, -6.853)  0.104
H (-4.906, 7.668, -5.172)  0.115
H (-4.084, 4.102, -5.887)  0.137
H (-4.392, 5.246, -7.177)  0.127
C (-4.915, -2.045, 1.852)  -0.809
O (-5.468, -1.380, 0.923)  -0.041
N (-3.724, -1.918, 2.246)  0.181
N (-5.492, -2.983, 2.476)  0.169
H (-3.223, -1.238, 1.692)  0.129
H (-3.246, -2.636, 2.772)  0.126
H (-6.415, -3.235, 2.150)  0.127
H (-4.978, -3.718, 2.940)  0.123

Forces on the atoms, in the same order (eV/Å):
C 1.831 0.799 0.919
C -0.940 -0.033 -0.821
C -0.902 -0.730 0.168
O 0.621 -0.264 0.426
C 0.258 1.043 0.016
N -0.328 -0.393 1.348
H 0.158 -0.315 -0.846
H -0.420 -0.456 0.112
H -0.213 0.349 -0.148
H 0.947 0.302 0.021
H -0.175 0.263 -0.037
H 0.353 -0.219 -0.011
H -0.341 -1.426 -0.239
H -0.629 0.391 -0.509
H -0.010 0.071 -0.326
H -0.382 -0.026 -1.002
H 0.204 0.631 0.904
C 0.036 -0.770 -1.292
C 0.170 0.834 -0.218
C -1.580 1.470 1.410
O 0.921 -1.927 0.655
C -0.771 0.722 0.733
N -0.581 -0.214 0.212
H 0.340 -0.409 0.460
H 0.258 0.476 -0.195
H -0.057 -0.069 -0.078
H 0.202 -0.899 -0.117
H -0.116 -0.198 0.064
H 0.601 0.230 -0.274
H 0.036 0.859 0.276
H 0.019 -0.198 -0.402
H 0.476 -0.024 -1.154
H 0.035 0.174 -0.375
H 0.045 0.004 0.259
C 0.665 -1.121 1.355
C -1.194 -1.095 -3.426
C -0.970 1.007 1.178
O -2.430 -0.376 -1.580
C 2.696 -2.437 1.140
N 1.395 2.919 0.916
H -0.322 -0.195 -0.498
H 0.074 0.519 -0.013
H -0.001 0.158 0.310
H 0.347 -0.660 0.578
H 0.328 0.215 0.448
H -0.002 0.392 -0.585
H -0.253 0.399 0.287
H 0.673 0.526 -0.350
H -0.843 0.123 0.198
H -0.434 -0.760 -0.034
H 0.293 0.386 0.099
C 0.484 0.960 -1.143
C 0.362 0.962 1.876
C 0.100 0.684 -0.567
O 1.475 -0.138 -0.596
C -0.528 0.729 0.956
N -0.294 -0.361 0.641
H -0.191 0.455 -0.399
H -0.792 -0.956 0.459
H -0.213 -0.426 0.307
H -0.466 -1.250 0.158
H 0.127 -0.197 -0.145
H -0.265 -0.539 0.114
H 0.288 -0.524 -0.424
H -0.042 0.559 -0.012
H 0.367 -0.443 -0.735
H -0.197 0.031 -0.404
H -0.232 0.501 -0.007
C 0.399 -0.141 -0.448
C -0.564 -0.703 0.696
C 0.131 -0.754 -0.612
O -1.389 0.732 -2.125
C 0.529 -1.749 0.793
N 0.650 0.060 0.288
H 0.297 0.395 -0.039
H -0.114 -0.544 0.031
H -0.092 0.804 0.482
H -0.139 -0.047 -0.269
H 0.214 0.459 -0.046
H 0.242 0.700 0.645
H -0.098 -0.043 0.346
H 0.287 0.421 -0.215
H 0.391 0.846 0.571
H -0.651 0.464 0.023
H -0.150 -0.912 -0.200
C 4.895 2.582 -0.682
O -0.786 -1.056 -0.653
N 0.720 -0.459 -3.938
N -4.954 -1.564 4.943
H -0.242 0.229 0.206
H 0.410 0.084 -0.064
H -0.275 0.448 -0.173
H 0.116 -0.268 0.369
C -1.375 -3.905 -1.504
O 0.012 0.688 0.497
N 0.921 1.911 0.887
N -0.237 0.721 -0.484
H 0.991 0.482 1.304
H -0.064 0.232 -0.477
H 0.425 0.092 0.041
H -0.699 -0.314 -0.310
C 1.021 0.021 -1.569
O -0.618 -0.984 1.383
N -2.797 0.442 -0.288
N 2.487 0.170 0.631
H -0.037 0.485 -0.394
H -0.110 -0.287 0.354
H -0.111 -0.150 0.390
H 0.228 0.308 -0.526
C -5.406 0.559 -2.015
O -0.383 0.502 -0.780
N -1.654 0.314 1.808
N 6.537 -1.811 1.922
H -0.336 0.013 -0.251
H 0.353 0.463 -0.430
H -0.193 0.437 0.291
H 1.039 -0.438 -0.544
C 0.358 0.357 -0.415
O 0.340 0.030 -3.596
N 0.363 3.145 4.470
N -1.189 -3.499 0.235
H 0.195 0.485 0.070
H 0.054 -0.452 -0.715
H 0.168 -0.054 -0.319
H -0.181 -0.039 0.346
C -5.300 2.969 -2.036
O 1.069 -0.759 0.903
N 2.376 -1.431 3.132
N 2.481 -1.304 -0.877
H -0.578 0.513 -0.578
H -0.220 0.006 0.517
H 0.250 -0.163 -1.873
H -0.160 0.281 0.710
C -2.238 3.294 -4.472
O 1.248 -1.149 0.934
N 4.001 -1.312 -0.125
N -2.357 -0.543 2.606
H 0.210 -0.625 0.443
H 0.394 0.174 -0.291
H -1.386 0.342 0.321
H 0.121 -0.281 0.694
C 0.816 0.386 -4.310
O 0.364 2.323 -0.476
N -0.096 -0.712 -0.625
N -0.625 -1.422 4.115
H 0.048 0.064 -0.734
H -0.184 -0.319 0.296
H -0.309 -0.651 0.173
H 0.027 0.439 1.577
C 0.649 0.733 -1.072
O 3.399 0.156 0.626
N -1.131 4.085 1.102
N -3.058 -3.661 -0.478
H 0.177 -0.469 0.264
H 0.420 0.314 -0.026
H -0.508 0.210 -0.016
H 0.067 -1.396 -0.389
C 0.162 2.918 6.106
O -0.202 -0.259 -1.538
N -0.665 3.925 -0.014
N 0.392 -6.868 -4.396
H -0.165 0.008 0.439
H 0.228 0.592 -0.521
H 0.211 0.021 -0.414
H 0.025 -0.418 0.375
C -3.170 2.775 -5.048
O 0.871 -0.504 1.550
N 6.340 2.348 0.508
N -4.670 -5.054 2.429
H 0.604 -0.259 0.381
H 0.091 0.441 -0.080
H 0.157 -0.024 0.134
H -0.170 0.267 0.071


Formula: C21H18N2O4S2
Source: the Open Molecules 2025 dataset
Level of theory: ωB97M-V/def2-TZVPD

* SMILES: O=C(CCCN1C(=O)S/C(=C/c2ccccc2)C1=S)Nc1ccc(C(=O)O)cc1
* HOMO-LUMO gap: 7.3 eV
* energy relative to the best compared isomer or geometry (same formula, charge and spin): 0.00 kcal/mol

Last column: natural (NBO) charge in e.
Geometry (Å):
O (0.656, 1.117, 1.683)  -0.614
C (0.203, 2.191, 1.352)  0.693
N (-1.075, 2.376, 0.909)  -0.635
C (-2.042, 1.407, 0.637)  0.275
C (-1.882, 0.063, 0.972)  -0.296
C (-2.859, -0.850, 0.635)  -0.142
C (-4.013, -0.442, -0.031)  -0.211
C (-4.177, 0.905, -0.350)  -0.142
C (-3.203, 1.820, -0.021)  -0.265
H (-3.325, 2.861, -0.283)  0.212
H (-5.076, 1.211, -0.864)  0.241
C (-5.073, -1.395, -0.409)  0.778
O (-6.116, -1.092, -0.935)  -0.596
O (-4.775, -2.674, -0.115)  -0.691
H (-5.510, -3.245, -0.384)  0.502
H (-2.736, -1.891, 0.890)  0.229
H (-0.990, -0.259, 1.483)  0.263
H (-1.327, 3.309, 0.606)  0.409
C (1.031, 3.468, 1.397)  -0.511
C (2.473, 3.170, 0.982)  -0.408
C (2.606, 2.982, -0.531)  -0.229
N (1.721, 1.950, -1.035)  -0.479
C (1.992, 0.612, -0.898)  0.090
S (3.395, 0.091, -0.231)  -0.032
C (0.892, -0.198, -1.365)  -0.248
C (0.607, -1.505, -1.188)  -0.111
C (1.431, -2.562, -0.634)  -0.017
C (0.854, -3.433, 0.294)  -0.206
C (1.597, -4.455, 0.849)  -0.206
C (2.913, -4.650, 0.458)  -0.194
C (3.478, -3.820, -0.497)  -0.218
C (2.748, -2.779, -1.037)  -0.176
H (3.184, -2.150, -1.796)  0.226
H (4.496, -3.982, -0.820)  0.216
H (3.492, -5.453, 0.889)  0.214
H (1.150, -5.107, 1.585)  0.214
H (-0.171, -3.279, 0.596)  0.210
H (-0.399, -1.805, -1.460)  0.221
S (-0.345, 0.848, -2.097)  0.296
C (0.530, 2.307, -1.608)  0.543
O (0.127, 3.431, -1.755)  -0.602
H (3.631, 2.693, -0.777)  0.238
H (2.344, 3.905, -1.055)  0.229
H (2.798, 2.261, 1.491)  0.247
H (3.128, 3.988, 1.279)  0.219
H (0.600, 4.240, 0.758)  0.219
H (1.019, 3.822, 2.430)  0.244

Forces on the atoms, in the same order (eV/Å):
O 0.034 -0.158 0.152
C 0.018 0.418 0.121
N -0.373 0.282 -0.045
C -0.214 -0.306 0.066
C 0.208 0.004 0.171
C -0.279 0.121 -0.171
C 0.231 0.087 0.061
C -0.029 -0.233 0.031
C 0.106 -0.021 0.100
H -0.020 0.115 -0.045
H -0.072 0.036 -0.040
C -0.546 -0.037 -0.243
O 0.065 0.044 0.012
O 0.296 -0.357 0.181
H -0.014 0.312 -0.041
H 0.031 -0.079 0.038
H 0.008 0.014 0.004
H 0.220 -0.158 0.036
C 0.285 -0.135 0.045
C -0.146 -0.052 -0.124
C 0.372 0.364 0.229
N 0.328 0.053 0.131
C 1.247 -0.082 0.406
S -0.027 0.150 -0.008
C -1.029 -0.460 -0.416
C 0.042 0.773 -0.142
C 0.264 -0.464 0.182
C 0.116 0.210 -0.133
C 0.016 -0.132 0.111
C -0.024 0.008 0.019
C 0.045 -0.041 -0.017
C -0.211 -0.141 -0.113
H 0.008 0.022 -0.008
H 0.090 -0.020 -0.031
H 0.043 -0.071 0.032
H -0.034 -0.050 0.056
H -0.141 -0.012 0.020
H -0.096 -0.001 -0.045
S 0.119 0.034 -0.072
C -0.722 -0.440 -0.512
O -0.036 0.306 -0.058
H -0.153 0.050 -0.033
H 0.038 -0.143 0.031
H 0.047 0.132 -0.005
H 0.018 0.012 0.015
H -0.054 0.038 0.056
H -0.077 0.005 -0.007


Q: Which of these has the lowest HOMO-LUMO gap?
A: C21H18N2O4S2


Q: Which formula does entry 2 have?
A: C21H18N2O4S2


Q: Which formula does entry 1 have?
A: C31H99N27O16